This record from OMol25 describes C19H15ClIrN4O7 as an isolated structure. The level of theory is ωB97M-V/def2-TZVPD.

```
! RIJCOSX wB97M-V def2-TZVPD def2/J DEFGRID3
* xyz 1 5
Ir -0.045 -1.311 -1.431
Cl 6.887 -2.571 0.605
C 5.412 -2.221 -0.169
C 5.392 -1.328 -1.253
C 4.214 -1.058 -1.891
C 2.992 -1.646 -1.445
O 1.919 -1.344 -2.066
C 3.036 -2.571 -0.345
C 1.858 -3.320 0.123
O 0.746 -3.236 -0.373
C 4.238 -2.841 0.270
H 6.318 -0.871 -1.573
H 4.164 -0.382 -2.732
H 2.023 -4.014 0.960
H 4.286 -3.547 1.090
O -3.831 -0.719 -0.975
C -2.847 -0.997 -0.332
O -1.868 -1.710 -0.883
C -2.730 -0.695 1.114
C -3.909 -0.626 1.853
C -3.874 -0.323 3.203
C -2.644 -0.069 3.778
C -1.458 -0.109 3.072
C -1.509 -0.439 1.728
N -2.594 0.265 5.219
O -1.502 0.459 5.702
O -3.647 0.381 5.799
H -4.851 -0.811 1.357
H -4.770 -0.275 3.802
H -0.528 0.107 3.577
H -0.585 -0.478 1.160
C 1.160 3.480 -0.393
N 0.163 2.817 -1.234
C -0.703 3.522 -2.020
C -1.644 2.922 -2.773
C -1.725 1.495 -2.707
N -0.818 0.817 -1.999
C 0.101 1.452 -1.238
O 0.884 0.762 -0.557
N -2.677 0.813 -3.330
H 0.954 4.546 -0.404
H 2.160 3.292 -0.777
H 1.087 3.100 0.623
H -0.589 4.596 -1.985
H -2.334 3.502 -3.365
H -3.430 1.311 -3.777
H -2.885 -0.127 -3.009
*
```

Results
**Electronic energy**: -55590.0520 eV
**Highest occupied orbital energy (spin up / spin down)**: -11.06 / -11.62 eV
**LUMO level (spin up / spin down)**: -3.6 / -6.3 eV
**Energy relative to the best compared isomer or geometry (same formula, charge and spin)**: 11.73 kcal per mole
**Orbital gap (spin up / spin down)**: 7.417 / 5.308 eV

Results of the natural (NBO) charge analysis, in e, for atoms 1 through 4: 1.40, 0.11, -0.01, -0.21

This record from OMol25 describes a 2-piece molecular cluster, C2H10N overall at a distorted geometry. The level of theory is ωB97M-V/def2-TZVPD.

```
! RIJCOSX wB97M-V def2-TZVPD def2/J DEFGRID3
* xyz 1 1
N 1.895 0.193 0.020
H 1.459 -0.080 -0.915
H 2.035 -0.630 0.591
H 1.186 0.851 0.506
H 2.844 0.689 -0.075
C -0.874 -0.373 0.666
C -1.447 0.070 -0.691
H -0.759 0.539 1.281
H -1.697 -0.928 1.180
H 0.128 -0.845 0.661
H -2.252 0.838 -0.697
H -1.967 -0.763 -1.222
H -0.551 0.441 -1.306
*
```

Results
**Electronic energy**: -3718.6455 eV
**Highest occupied orbital energy**: -15.86 eV
**LUMO level**: -4.4 eV
**Energy relative to the best compared isomer or geometry (same formula, charge and spin)**: 17.75 kcal per mole
**Orbital gap**: 11.472 eV

Results of the natural (NBO) charge analysis, in e, for atoms 1 through 4: -0.91, 0.48, 0.46, 0.48

This record from OMol25 describes CH6O2 as an isolated structure at a distorted geometry. The level of theory is ωB97M-V/def2-TZVPD.

```
! RIJCOSX wB97M-V def2-TZVPD def2/J DEFGRID3
* xyz 0 1
C -0.982 0.390 -0.439
O 0.034 1.089 -0.636
H -0.609 -0.859 0.045
H -1.549 0.602 0.513
H -1.725 0.094 -1.189
H -0.191 -1.520 -0.039
H 2.152 0.369 1.174
H 1.081 0.121 -0.003
O 1.789 -0.286 0.574
*
```

Results
**Electronic energy**: -5225.7493 eV
**Highest occupied orbital energy**: -10.42 eV
**LUMO level**: -0.6 eV
**Energy relative to the best compared isomer or geometry (same formula, charge and spin)**: 72.44 kcal per mole
**Orbital gap**: 9.854 eV

Results of the natural (NBO) charge analysis, in e, for atoms 1 through 4: 0.14, -0.58, -0.05, 0.16

This record from OMol25 describes a 2-piece molecular cluster, C4H13N2O2 overall. The level of theory is ωB97M-V/def2-TZVPD.

```
! RIJCOSX wB97M-V def2-TZVPD def2/J DEFGRID3
* xyz 1 1
N 0.724 0.703 -0.934
C -0.351 1.720 -0.901
C -1.580 1.156 -0.111
N -1.328 -0.209 0.332
C -0.675 -0.318 1.646
C 0.148 -1.580 1.686
O 1.305 -1.593 1.353
H 1.137 0.490 -1.842
H 0.309 -0.205 -0.638
H 1.533 0.844 -0.331
H -0.031 2.626 -0.414
H -0.637 1.912 -1.929
H -2.425 1.128 -0.790
H -1.798 1.785 0.753
H -2.120 -0.825 0.245
H -0.004 0.537 1.736
H -1.384 -0.325 2.481
H -0.311 -2.519 2.034
H 2.092 -2.387 -1.143
H 3.170 -1.429 -1.707
O 2.227 -1.510 -1.524
*
```

Results
**Electronic energy**: -11427.1996 eV
**Highest occupied orbital energy**: -13.51 eV
**LUMO level**: -3.0 eV
**Energy relative to the best compared isomer or geometry (same formula, charge and spin)**: 52.45 kcal per mole
**Orbital gap**: 10.527 eV

Results of the natural (NBO) charge analysis, in e, for atoms 1 through 4: -0.71, -0.25, -0.23, -0.65

This record from OMol25 describes a 2-piece molecular cluster, C17H31F4N2O2 overall. The level of theory is ωB97M-V/def2-TZVPD.

```
! RIJCOSX wB97M-V def2-TZVPD def2/J DEFGRID3
* xyz 1 1
C 0.515 0.884 3.613
C -0.448 1.580 2.694
O -0.218 2.649 2.174
N -1.707 0.889 2.486
C -1.845 0.480 1.074
C -1.020 -0.795 0.776
C -1.909 -1.922 0.235
C -1.406 -3.360 0.409
C 0.057 -3.632 0.055
C 1.075 -3.480 1.164
C 2.513 -3.760 0.669
C 2.666 -4.113 -0.828
C 1.656 -3.470 -1.799
C 2.349 -2.433 -2.693
F 3.265 -3.063 -3.487
F 3.014 -1.534 -1.893
C 1.397 -1.615 -3.588
F 0.783 -0.657 -2.824
F 0.433 -2.450 -4.077
N 0.546 -2.778 -1.082
H 1.531 1.065 3.284
H 0.424 1.295 4.614
H 0.273 -0.171 3.663
H -2.409 1.612 2.615
H -2.892 0.320 0.848
H -1.494 1.293 0.435
H -0.278 -0.488 0.039
H -0.547 -1.078 1.710
H -2.165 -1.717 -0.804
H -2.852 -1.857 0.771
H -2.003 -3.989 -0.250
H -1.580 -3.734 1.412
H 0.125 -4.659 -0.299
H 1.040 -2.462 1.545
H 0.783 -4.133 1.976
H 3.171 -2.938 0.924
H 2.893 -4.608 1.228
H 3.654 -3.802 -1.147
H 2.643 -5.189 -0.944
H 1.252 -4.226 -2.463
H 1.940 -1.139 -4.402
H -0.223 -2.565 -1.716
H 0.925 -1.921 -0.676
C -0.184 5.863 -0.190
C -1.150 7.038 -0.316
C -2.290 6.417 -1.112
O -2.327 5.034 -0.748
C -1.144 4.695 -0.016
H 0.518 5.956 0.638
H 0.390 5.750 -1.113
H -1.501 7.342 0.673
H -0.720 7.909 -0.806
H -2.108 6.491 -2.189
H -3.258 6.869 -0.894
H -1.410 4.555 1.032
H -0.745 3.754 -0.399
*
```

Results
**Electronic energy**: -36070.3300 eV
**Highest occupied orbital energy**: -10.85 eV
**LUMO level**: -2.7 eV
**Orbital gap**: 8.195 eV

Results of the natural (NBO) charge analysis, in e, for atoms 1 through 4: -0.73, 0.71, -0.54, -0.70

This record from OMol25 describes a single C3H2N8OS2 molecule at a distorted geometry. The level of theory is ωB97M-V/def2-TZVPD.

```
! RIJCOSX wB97M-V def2-TZVPD def2/J DEFGRID3
* xyz 0 1
C -0.554 -0.526 -0.370
C 1.488 -1.318 2.203
C -0.787 0.648 -1.373
N 0.524 -0.429 0.488
N 2.375 -0.499 2.113
N -1.019 1.823 -0.582
N -2.033 0.452 -2.049
N 1.450 0.452 0.375
N 2.412 0.477 1.137
N -2.188 2.165 -0.740
N -2.819 1.309 -1.671
O -1.311 -1.453 -0.303
S 0.758 -2.589 2.970
S 0.602 0.706 -2.555
H -0.276 -2.667 2.122
H 1.377 1.448 -1.764
*
```

Results
**Electronic energy**: -38774.8308 eV
**Highest occupied orbital energy**: -9.90 eV
**LUMO level**: -1.5 eV
**Energy relative to the best compared isomer or geometry (same formula, charge and spin)**: 0.00 kcal per mole
**Orbital gap**: 8.423 eV

Results of the natural (NBO) charge analysis, in e, for atoms 1 through 4: 0.67, 0.23, -0.10, -0.39

Look up the electronic energy of the sixth one.
-38774.8308 eV

Which value of electronic energy does entry 6 give?
-38774.8308 eV